1.
Density functional theory data (ωB97M-V/def2-TZVPD) for a molecular structure, C32H41CuN3P2S at a distorted geometry.

Geometry as XYZ:
```
80
Properties=species:S:1:pos:R:3:forces:R:3
H -1.9918 -3.6424 3.3927 0.54 -0.52 -0.50
H 2.9956 3.7099 -0.9179 0.52 0.23 1.10
H 2.4789 1.5825 -0.7607 0.19 -0.35 0.05
C -0.8192 -5.0443 2.1909 1.05 0.00 -2.04
C 2.0979 -1.8146 -0.7680 -0.26 0.64 -1.92
C 3.2258 -2.2703 -0.1369 1.65 -0.57 2.04
C -3.1015 -2.3974 -2.4544 0.94 -0.10 -0.67
H 5.3996 -2.7288 -2.8062 -0.64 0.05 0.48
H -5.4944 1.9358 0.4392 -0.16 0.09 -0.23
C -0.5871 2.5100 -1.0767 0.24 -1.30 0.25
H -0.0015 5.6112 -3.2394 0.21 0.89 -0.92
H 3.2417 -2.1802 -3.9437 -0.05 0.18 -1.43
H -2.3793 -0.4054 -1.2647 -0.82 0.33 0.36
H 1.9610 4.2086 3.0563 0.28 -0.83 1.00
N 1.4841 2.1021 2.8153 -1.27 1.57 -0.36
P 0.7911 -1.1909 0.2610 -0.55 0.84 0.14
H -1.1268 -5.9730 2.6342 -0.32 -0.02 0.29
C 4.4728 -2.5079 -2.2501 -0.73 0.26 0.29
H 4.0539 0.1667 0.7767 0.69 -0.84 0.06
H 1.2548 -4.0573 -0.3010 0.35 0.36 -0.48
H -4.3689 -4.6894 -0.8456 -0.43 -0.45 -0.44
H -1.2134 -0.3167 -2.5950 -0.31 -0.52 0.88
C 2.1164 -1.7744 -2.1692 0.55 -0.35 -1.43
C 0.1548 -2.6974 1.0059 0.25 1.07 -0.54
H -4.8695 -3.5343 0.4464 -0.90 -0.57 0.49
H 1.2131 -1.5460 -2.7942 0.89 0.01 0.90
H -3.2467 -3.7382 0.1295 -0.03 0.18 -0.60
H 0.5282 2.4180 3.0979 1.15 -0.59 0.06
C -4.6679 1.4625 2.3285 0.71 -0.52 0.74
S -4.5317 -2.2691 -1.4003 0.59 -0.37 0.55
C -0.1968 4.7564 -2.6642 -0.12 -1.23 1.79
H 5.2798 -2.8777 -0.3367 0.00 -0.18 0.36
C 0.5208 3.5650 -2.8617 0.75 -0.86 -1.73
Cu 1.3441 0.7462 1.4111 0.04 -0.59 -0.86
H -1.5075 -2.9336 -0.9071 -0.78 1.00 -0.96
C 2.2903 3.3147 2.5118 1.61 0.23 0.24
H 1.2033 3.6360 0.6443 -0.97 -0.48 -0.14
H 0.3956 -5.9822 0.6365 0.31 -1.59 -0.31
C 0.0524 -5.1014 1.0743 -0.25 2.64 0.96
C 0.5716 -3.9038 0.5008 -1.17 -2.49 1.12
H 3.2398 -2.4031 1.0078 0.04 0.30 -1.86
H 4.2882 1.6761 -0.7987 -1.01 0.32 0.15
H 3.8651 1.4702 1.8304 0.40 -0.61 -0.66
C -2.3613 0.9269 2.3597 2.01 -0.31 0.00
C -2.2510 1.2156 1.0132 0.35 -0.14 -1.69
C 4.3817 -2.5890 -0.8574 0.47 0.05 0.12
N 3.5039 0.9509 1.0241 -1.91 1.84 0.02
H -3.5011 0.7938 4.1382 -0.49 0.49 -1.76
H -1.0970 -1.6779 2.4103 -0.19 0.27 0.06
H -3.1815 -3.3235 -2.9901 0.00 -0.57 -0.31
N -0.3933 -0.3047 -0.6169 -0.79 -2.10 -1.27
C -1.2287 3.6899 -0.7822 -0.65 1.20 -0.01
C 0.3393 2.3996 -2.1044 0.38 0.21 -1.32
H -1.5379 5.7572 -1.2485 -0.31 0.35 -0.24
C 2.1457 3.8128 1.1075 2.61 0.54 -1.59
C -3.4068 1.5020 0.3034 -0.38 0.54 0.75
C -1.2551 -3.7917 2.5779 -1.15 0.41 1.70
H 1.9524 1.6374 3.5540 -0.04 -0.50 1.33
H -1.8747 3.6900 0.0917 -0.01 0.29 -0.15
C -4.6030 1.6560 0.9693 -0.46 -0.09 0.37
C -4.2248 -3.7393 -0.3809 0.76 1.23 0.85
C -1.6700 -2.2980 -1.8376 0.25 -0.79 0.90
P -0.6779 1.1640 0.0886 0.62 0.08 2.32
C 3.3041 -2.1375 -2.9006 -1.39 0.20 1.92
H 0.8725 1.4351 -2.4151 -0.87 1.51 0.74
C 3.3669 1.8766 -0.1897 0.95 -1.91 0.17
H -1.4885 0.6187 2.9256 0.19 0.04 -0.07
H 4.3153 3.6206 0.3039 -0.35 0.79 0.55
C -1.0768 4.8473 -1.5726 1.03 -1.62 0.15
H 3.4234 3.0635 2.7271 -2.32 0.84 -0.08
H -3.4521 1.7560 -0.7164 0.50 0.03 -1.29
H -3.2261 -1.6185 -3.2187 0.14 -0.07 0.13
H 2.2057 4.9123 1.1587 0.15 -0.35 -0.19
C -1.4642 -0.8206 -1.6163 1.99 1.12 -0.49
H -0.8879 -2.7069 -2.5034 -0.55 0.22 -0.15
H 1.2139 3.4409 -3.7443 -0.79 0.59 1.06
C 3.2806 3.3315 0.1090 -1.09 0.66 -1.03
H -5.5593 1.6106 2.8867 -0.76 0.11 0.16
C -3.5302 1.0334 3.0208 -1.16 -0.09 2.16
C -0.7724 -2.6271 2.0268 0.13 -0.31 -0.06
```
Positions in Å, forces in eV/Å.

As for the HOMO-LUMO gap (spin up / spin down): 7.8 / 5.4 eV. The calculation puts the total energy at -4129.08035 Ha. Its expectation value of S² is 0.76. Its spin multiplicity is 2. Its HOMO energy (spin up / spin down) is -12.91 / -12.91 eV. Its charge is +2.

---

2.
Density functional theory data (ωB97M-V/def2-TZVPD) for a molecular structure, C32H41GeN3O5PS6SbTe2W.

Geometry as XYZ:
```
93
Properties=species:S:1:pos:R:3:forces:R:3
O 1.6930 2.1907 -0.4558 -0.19 0.15 0.31
O 2.6456 4.0133 0.4960 -0.07 0.16 0.03
C -2.8034 5.4433 -2.1040 -0.02 -0.01 -0.01
C 3.2275 -3.4020 0.7873 -0.03 0.00 0.04
C -1.4867 5.8723 -2.0169 0.07 -0.03 0.06
H -3.6899 1.9371 -2.6473 -0.02 -0.02 0.01
N 0.1036 2.0827 2.5227 -0.03 0.00 -0.13
H 1.6704 2.9222 -2.9537 -0.03 -0.04 0.00
C -0.5607 0.8894 2.0453 0.11 0.14 0.09
C -1.2353 0.8439 0.6672 -0.07 -0.31 0.32
C -0.5810 5.1456 -1.2531 0.01 0.10 -0.03
C -4.2086 0.9991 -0.7844 0.07 0.04 -0.02
H 2.7387 -2.4785 1.0952 0.00 0.01 0.00
S 0.1407 0.0070 -5.7213 -0.01 0.01 -0.04
H 0.8625 2.3286 1.8938 -0.03 -0.02 -0.02
C -6.0313 -0.4776 -2.3144 0.01 0.01 -0.03
H -2.2296 -2.6132 -6.3246 0.00 0.00 -0.01
S -3.1987 -5.1852 -0.8584 -0.01 -0.01 0.03
H -5.3064 0.6664 -3.9828 0.00 0.00 -0.01
H 0.5021 -4.9360 -2.8615 0.01 0.00 0.01
C 2.4441 3.1865 -0.3961 0.37 -0.20 -0.28
C -5.9178 -0.7076 -0.9504 -0.03 -0.04 -0.03
H 2.9271 -4.1906 1.4794 -0.01 0.00 0.02
P 2.2887 -1.6066 -2.0450 0.16 -0.52 0.03
S -0.3665 -2.9422 0.6416 -0.08 0.26 0.28
S -2.3676 -1.4418 -1.2593 0.23 0.01 -0.19
C -3.8527 2.5324 1.8844 0.05 -0.07 -0.02
H -5.5121 1.3982 4.6239 0.00 0.00 0.00
C -1.6160 -1.8104 -5.9381 -0.02 -0.08 -0.08
H -6.7168 -1.0680 -2.9112 0.00 0.00 0.00
H -1.4506 2.9437 3.6373 0.04 0.01 -0.04
S 0.7631 -0.3746 1.7903 0.32 0.24 -0.21
H -4.1434 0.5916 2.7693 -0.05 0.00 -0.02
C -3.2071 4.2956 -1.4330 -0.16 -0.01 0.06
H 3.3764 4.3828 -2.0329 -0.02 0.00 0.02
C -4.3355 1.2200 -2.1529 0.05 0.07 -0.10
H -2.0109 -0.3598 2.6544 0.03 0.12 0.03
H 4.2817 2.9102 -1.5726 0.00 0.04 0.04
S -3.9021 -2.5822 2.0469 0.01 -0.05 0.06
C -5.2411 0.4926 -2.9149 -0.01 -0.01 0.02
H -1.1721 6.7714 -2.5349 0.01 -0.01 0.01
H -3.5190 6.0042 -2.6945 -0.01 -0.01 0.00
H -5.0733 5.4173 3.2074 0.00 0.00 0.00
H 0.4454 5.4804 -1.1422 0.00 -0.03 -0.03
H -1.8729 -0.2236 4.9203 -0.01 0.01 0.01
C -5.3921 3.4648 4.0389 0.01 -0.05 0.01
H 3.1146 2.3587 -3.5943 -0.07 -0.07 0.09
H -0.7796 -3.9534 -3.5560 0.00 0.01 0.00
W -0.4252 -0.5801 -0.3292 -0.18 -0.52 -0.38
H -4.2444 3.9829 -1.5059 0.03 0.00 0.01
C -0.9909 3.9921 -0.5982 0.00 -0.05 -0.03
H -5.9820 3.8246 4.8740 0.00 0.00 0.00
C -0.8484 -0.2956 -4.3473 0.05 -0.14 -0.03
H 0.9581 -2.5912 -4.8026 0.00 -0.05 0.03
H -3.7317 4.6008 1.3260 0.01 0.01 -0.02
C -1.0774 0.2577 4.3493 0.01 -0.04 0.05
C -0.6464 -1.1869 -6.6639 0.03 0.03 -0.01
C 1.1966 -3.1840 -3.9162 0.00 0.05 -0.05
C -4.1261 3.8861 2.0394 -0.03 0.10 -0.04
Te 3.6778 -0.3321 -3.4782 0.24 -0.76 -0.16
Sb -2.6666 -3.3114 0.2868 -0.11 0.02 -0.07
H 0.2229 -4.9651 -4.6158 0.00 0.00 0.01
H 4.3093 -3.2675 0.8459 -0.01 0.00 -0.01
O 1.0726 -2.3220 -2.7774 0.03 0.02 0.00
H -0.3486 -1.3788 -7.6824 0.00 0.00 -0.01
H -0.0798 4.0065 3.2565 0.00 0.00 0.00
N -1.5677 0.4915 3.0027 0.01 -0.24 0.02
C -0.7294 3.2214 2.8650 0.01 0.02 0.06
C -1.7365 -1.3013 -4.6179 0.02 0.15 0.12
Ge -2.8493 1.9078 0.3002 -0.13 0.06 -0.10
O 3.2585 -2.7818 -1.5582 0.06 0.23 -0.22
O 1.6116 -0.9944 -0.8329 -0.23 0.37 0.05
C -2.3092 3.5457 -0.6735 0.04 -0.10 0.03
C -4.8854 4.3543 3.1060 -0.02 0.05 0.04
C 0.2289 -4.3307 -3.7263 0.00 0.02 -0.02
Te -0.5687 0.9604 -2.6778 0.03 0.26 0.16
H 2.2307 -3.5303 -4.0012 -0.01 -0.01 0.00
H -0.2617 3.4188 -0.0440 0.12 -0.06 0.09
C -5.1296 2.1063 3.8983 -0.01 0.04 0.00
H -1.3013 3.6554 2.0389 -0.01 0.00 -0.10
H -6.4945 -1.4909 -0.4739 0.00 0.00 0.01
H -4.9119 -0.2155 0.8528 -0.02 0.02 -0.03
H 2.3846 1.6165 -2.2968 -0.07 0.27 -0.09
H 1.7367 -3.9052 -0.6927 -0.09 -0.01 0.05
C 3.2936 3.3479 -1.7095 -0.24 -0.08 0.05
N 2.5911 2.5349 -2.7392 -0.08 0.60 0.21
C -5.0189 0.0296 -0.1964 -0.04 0.06 0.12
C 2.8148 -3.7798 -0.6146 0.04 -0.05 -0.04
H 3.2996 -4.7038 -0.9371 -0.02 0.00 0.01
H -2.4520 -1.6636 -3.8949 0.00 0.01 0.00
H -0.1922 -0.3914 4.3706 0.00 0.00 -0.01
H -0.8206 1.2004 4.8346 0.00 -0.01 -0.01
C -4.3655 1.6490 2.8358 -0.02 -0.05 0.02
```
Positions in Å, forces in eV/Å.

As for the HOMO-LUMO gap: 5.8 eV. The value obtained for the energy above the lowest of the compared OMol25 structures with the same formula, charge and spin is 0.0 kcal per mole. The calculation puts the total energy at -7435.49747 Ha. Its HOMO energy is -2.44 eV. Its charge is -2.

---

> Which of these has the highest charge?

C32H41CuN3P2S